Density functional theory data (ωB97M-V/def2-TZVPD) for a molecular structure, C24H31AsBrN4O4S5Tc in a non-equilibrium geometry.

Geometry (Å):
Tc (0.8219, 0.6147, 0.9963)
Br (-1.9873, -1.9426, 0.6297)
As (2.6110, -0.0189, 3.6981)
S (2.1388, 1.9036, 4.8673)
S (3.8534, -1.1735, 4.8327)
S (3.0084, 0.8504, 1.6376)
S (0.6262, -0.7277, 2.9276)
S (0.6252, 3.5620, 2.9093)
O (1.2341, 2.6373, -0.2904)
O (1.9244, 3.0525, 3.6326)
O (1.0743, 4.4898, 1.9235)
O (0.7674, -0.6671, -0.1990)
N (-3.0766, 5.8335, 6.8064)
N (0.0997, 2.1672, 2.2055)
N (-1.2252, 1.2838, 0.6364)
N (-1.7639, 3.4378, 1.4722)
C (-2.2301, 1.3444, -0.2388)
C (-0.4599, 4.2116, 4.0795)
C (-1.0421, 2.3335, 1.4436)
C (2.0148, -0.7293, -4.1706)
C (-0.3269, -3.8860, -2.5977)
C (-1.6513, 4.0311, 6.1386)
C (-1.1035, -3.5107, -1.4933)
C (-1.0085, 5.4742, 3.8321)
C (-1.8744, 6.0123, 4.7422)
C (-2.2211, 5.3072, 5.9196)
C (-0.7054, -5.1152, -3.3921)
C (-2.7714, 3.4892, 0.6019)
C (0.7598, -3.0764, -2.9145)
C (0.3924, -1.6338, -1.0275)
C (0.2050, -5.3381, -4.6000)
C (-0.5979, -6.3346, -2.4551)
C (2.3477, -1.1687, -2.7325)
C (3.5833, -2.0859, -2.7376)
C (1.1517, -1.9634, -2.1913)
C (-2.1552, -4.9685, -3.8906)
C (2.7062, 0.0958, -1.9462)
C (-3.0539, 2.4516, -0.2795)
C (-0.7907, 3.4820, 5.2265)
C (-0.7797, -2.4123, -0.7509)
H (-3.8772, 2.5084, -0.9745)
H (1.2381, 3.4597, 0.2334)
H (-3.3237, 5.3373, 7.6441)
H (-2.3721, 0.4891, -0.8873)
H (3.0427, -0.1403, -0.9357)
H (1.2461, -5.4757, -4.3031)
H (-3.3500, 4.4051, 0.6097)
H (0.4219, -6.4443, -2.0830)
H (-1.8899, 3.4861, 7.0422)
H (-2.4263, -5.8495, -4.4713)
H (4.4344, -1.5464, -3.1540)
H (0.1368, -4.5119, -5.3104)
H (-2.2932, 6.9952, 4.5706)
H (1.8649, 0.7926, -1.9249)
H (-0.1086, -6.2430, -5.1183)
H (1.3375, -3.3302, -3.7904)
H (-2.8704, -4.8753, -3.0740)
H (-0.8566, -7.2380, -3.0070)
H (3.4238, -2.9785, -3.3398)
H (3.5322, 0.5935, -2.4551)
H (-3.4919, 6.7355, 6.6548)
H (1.8585, -1.5766, -4.8354)
H (1.1177, -0.1072, -4.1917)
H (2.0263, 2.6614, -0.8431)
H (3.8354, -2.3964, -1.7224)
H (-1.2713, -6.2575, -1.6014)
H (2.8430, -0.1447, -4.5719)
H (-0.7404, 6.0082, 2.9309)
H (-2.2502, -4.0931, -4.5354)
H (-1.9799, -4.0753, -1.2101)
H (-0.3785, 2.4989, 5.4033)

Net charge   +2
E_HOMO (alpha / beta)   -13.623 / -13.623 eV
Frontier orbital gap (alpha / beta)   5.2400 / 5.2327 eV

Density functional theory data (ωB97M-V/def2-TZVPD) for 7 unconnected molecules or ions with the total composition C23H58N6O9S in a non-equilibrium geometry.

Geometry (Å):
S (-1.9488, -0.2355, 0.6434)
O (-1.3646, 0.9978, 0.2029)
O (-2.0465, -4.1092, -5.6826)
O (2.7818, -2.3891, 5.9027)
O (-0.9765, -1.2760, 0.5669)
O (-5.9948, 4.9980, -2.5263)
O (-2.5181, -0.0032, 1.9366)
O (-3.0022, -0.6548, -0.2770)
O (-0.1705, 6.9565, 0.0511)
O (-3.8547, -0.7459, 8.5302)
N (5.4938, 0.1659, -3.1613)
N (-6.0704, 2.6939, -1.9519)
N (-2.6729, -4.4858, -3.3352)
N (-0.7061, 5.9171, 2.1252)
N (-4.7378, -0.4601, 6.3748)
N (2.0726, -4.0311, 4.2393)
C (-5.5200, 3.8536, -2.7226)
C (4.5287, -0.5968, -4.0123)
C (0.6901, 5.9180, 2.7623)
C (6.9467, -0.2382, -3.3947)
C (-3.3606, -5.8633, -2.9987)
C (-2.9592, -4.0974, -4.8492)
C (1.1812, -4.8607, 5.1404)
C (-4.3711, 3.5750, -3.6701)
C (5.2221, -0.1477, -1.6668)
C (-3.6802, -0.2031, 7.4353)
C (-5.0674, -1.9551, 6.3610)
C (3.2575, 0.1945, -3.9747)
C (5.2873, 1.6570, -3.5155)
C (4.5501, -3.6005, 4.8364)
C (3.7594, 1.6500, -3.9145)
C (3.1442, -3.2729, 5.1169)
C (-2.5578, 0.7436, 7.1280)
C (-1.7582, 8.2684, 1.4023)
C (-7.3033, 1.9569, -2.5706)
C (8.7396, -2.1050, -3.6226)
C (-0.8392, 7.0549, 1.1243)
C (-4.3863, -3.8012, -5.1332)
C (7.3327, -1.7084, -3.0347)
H (9.4581, -1.5843, -2.9895)
H (5.0585, -0.5984, -4.9649)
H (6.6251, -2.3597, -3.5477)
H (-6.9570, 1.1497, -3.2161)
H (-3.0075, -3.7342, -2.7494)
H (0.3190, -4.7843, 4.4779)
H (1.1142, -4.4828, 6.1606)
H (1.6274, -3.3828, 3.6055)
H (2.6462, -0.0780, -3.1143)
H (5.5906, 2.3617, -2.7413)
H (-4.4306, -3.0832, -5.9521)
H (-4.7056, 3.3596, -4.6849)
H (7.2697, -1.8534, -1.9562)
H (8.8526, -3.1856, -3.7102)
H (-1.6912, -4.4176, -3.1077)
H (-5.3691, 1.9756, -1.8416)
H (-4.3479, -6.0632, -3.4151)
H (2.5748, -4.6214, 3.5917)
H (0.6249, 5.2885, 3.6497)
H (6.1028, 0.2474, -1.1605)
H (4.2610, 0.2765, -1.3760)
H (-3.4403, -5.7347, -1.9193)
H (-1.9618, 8.7977, 0.4714)
H (-1.1319, 9.0070, 1.9025)
H (7.5404, 0.5125, -2.8732)
H (-4.4727, -0.1659, 5.4457)
H (-7.7487, 1.4519, -1.7135)
H (6.0763, 1.8225, -4.2492)
H (4.6889, -4.6816, 4.8376)
H (8.9038, -1.7107, -4.6254)
H (7.1664, -0.0410, -4.4439)
H (-5.4938, -2.3769, 7.2711)
H (-2.7165, -6.6562, -3.3790)
H (-4.2030, -2.5609, 6.0890)
H (-8.1384, 2.5027, -3.0097)
H (-2.8959, 1.7546, 6.9004)
H (-1.8358, 0.7233, 7.9443)
H (2.9708, 2.0504, -3.2773)
H (-2.6441, 8.0441, 1.9965)
H (-0.9006, 5.0559, 1.6347)
H (-4.9763, -3.4968, -4.2687)
H (-5.7467, -1.9725, 5.5086)
H (4.2311, -1.6228, -3.7956)
H (-1.4444, 5.8387, 2.8098)
H (3.6005, 2.1347, -4.8778)
H (0.7928, 6.9242, 3.1688)
H (4.8577, -3.0799, 3.9294)
H (-1.9310, 0.5779, 6.2518)
H (-3.6833, 4.4197, -3.6332)
H (-5.5397, 0.1394, 6.5078)
H (2.6745, -0.1234, -4.8391)
H (5.2500, -3.2634, 5.6009)
H (1.4481, 5.7069, 2.0080)
H (5.1247, -1.1820, -1.3369)
H (-6.0670, 2.9941, -0.9875)
H (-4.7295, -4.7268, -5.5954)
H (1.4712, -5.9113, 5.1530)
H (-3.8328, 2.6580, -3.4303)

Net charge   +4
E_HOMO   -11.825 eV
Frontier orbital gap   4.1324 eV

Density functional theory data (ωB97M-V/def2-TZVPD) for 9 unconnected molecules or ions with the total composition C28H48Cl4O21 in a non-equilibrium geometry.

Geometry (Å):
Cl (-1.2852, 1.2578, 4.0823)
Cl (0.8809, -6.3446, 4.7427)
Cl (-0.7581, -4.1451, 2.4204)
Cl (-1.8273, -1.9141, 5.1553)
O (-2.4140, 1.2867, -1.1471)
O (2.5806, -2.6593, 0.9503)
O (3.0714, 1.5099, -2.2195)
O (-0.6482, 3.1091, -5.6571)
O (3.7594, 1.0604, -0.2470)
O (-8.4555, 0.6127, -0.8344)
O (-6.2637, 0.0670, -0.6353)
O (-6.9227, 2.0447, -0.0372)
O (0.5083, 6.6233, 1.7704)
O (-0.2533, -3.3936, -4.2851)
O (-0.3222, 0.9381, -0.4094)
O (-1.8606, -0.3165, 0.4492)
O (-0.9877, 0.8895, -5.7409)
O (2.4709, 5.5666, 1.8428)
O (3.2370, -0.6454, -1.7753)
O (3.4285, -3.9766, 2.5293)
O (0.0672, -4.3595, -2.2186)
O (-0.3221, -2.1026, -2.5591)
O (0.6917, 4.4062, 1.9054)
O (-2.5297, 2.4106, -4.8661)
O (2.4249, -1.9247, 2.9237)
C (-0.1269, -3.3777, -2.9115)
C (-0.7342, -0.6915, 1.1323)
C (2.7645, -3.6929, -0.0121)
C (2.7920, 1.3535, -3.5926)
C (-1.4503, -5.2938, 3.6605)
C (-1.5543, 0.6580, -0.4416)
C (2.8512, -2.9626, 2.1960)
C (4.1913, 0.7443, 2.1549)
C (-2.5560, 0.7166, 5.1224)
C (-7.3210, 0.8508, -0.4582)
C (-5.2123, 0.6380, 0.0870)
C (4.4199, 0.2690, 0.6723)
C (-0.4056, -1.2581, -3.6827)
C (-3.0562, -0.6487, 4.7327)
C (-0.7077, -2.2039, -4.7606)
C (2.9762, 4.2863, 1.6187)
C (0.7227, 3.1468, -6.1045)
C (1.7623, -0.8029, 4.9632)
C (-1.3478, 2.0146, -5.4218)
C (-3.4015, 1.3731, -4.4617)
C (3.3090, 0.5530, -1.4212)
C (1.7326, 3.4932, 2.0919)
C (0.7374, 3.2381, -7.6876)
C (-5.5647, 2.0984, 0.0332)
C (1.1695, 5.6179, 1.8239)
C (2.4421, -2.0512, 4.3383)
C (-0.6372, -5.3865, 4.9799)
C (0.3813, -0.0943, 0.2408)
H (-5.2954, 2.5471, 0.9893)
H (0.7604, -0.5995, 4.5852)
H (-3.9304, -0.8796, 5.3414)
H (0.8950, -0.8794, -0.3141)
H (-1.5425, -6.3070, 3.2694)
H (1.9672, -2.9710, 4.6797)
H (1.8681, 0.7934, -3.7365)
H (-0.4315, -4.3530, 5.2586)
H (-0.8475, -0.2408, 2.1182)
H (3.1475, 0.7231, 2.4682)
H (1.6806, -0.9520, 6.0398)
H (2.3467, -3.3700, -0.9657)
H (-4.2947, 0.2968, -0.3922)
H (3.5747, 1.0186, -4.2734)
H (4.6918, 0.1744, 2.9376)
H (1.1339, 2.1747, -5.8323)
H (3.1980, 4.0126, 0.5872)
H (-3.2765, -0.7946, 3.6752)
H (0.6996, 4.2248, -8.1491)
H (-3.2941, 1.5159, 5.1873)
H (3.8202, -3.8816, -0.2073)
H (-2.8890, 0.4372, -4.2391)
H (-4.9983, 2.4858, -0.8136)
H (-0.1405, -1.9278, -5.6495)
H (-3.7641, 1.5342, -3.4465)
H (1.7522, 2.9670, -7.9786)
H (-5.2044, 0.1379, 1.0554)
H (-4.2200, 1.2477, -5.1705)
H (1.5958, 2.5224, 1.6156)
H (1.1706, 0.3592, 0.8402)
H (3.8427, 4.0093, 2.2191)
H (4.2707, -0.7939, 0.4824)
H (1.8761, 3.3200, 3.1584)
H (2.6805, 2.3498, -4.0206)
H (0.5045, -0.6607, -3.7359)
H (2.4307, 0.0447, 4.8117)
H (3.4184, -2.0914, 4.8212)
H (-2.0589, 0.7534, 6.0918)
H (-0.5917, -1.7626, 1.2755)
H (-1.7644, -2.2130, -5.0278)
H (-1.2518, -5.8620, 5.7442)
H (-2.4848, -4.9896, 3.8201)
H (4.6899, 1.7091, 2.2480)
H (0.0274, 2.5788, -8.1871)
H (5.5008, 0.3632, 0.5681)
H (1.2023, 3.9491, -5.5438)
H (-1.2900, -0.6416, -3.5217)
H (2.3766, -4.6675, 0.2844)

E_HOMO   -10.531 eV
Frontier orbital gap   10.6629 eV
Structure (SMILES)   CCOC(=O)OC.CCOC(=O)OC.CCOC(=O)OC.O=C1OCCO1.O=C1OCCO1.O=C1OCCO1.O=C1OCCO1.ClCCCl.ClCCCl

Density functional theory data (ωB97M-V/def2-TZVPD) for 11 unconnected molecules or ions with the total composition C4H30NO12 in a non-equilibrium geometry.

Geometry (Å):
O (-0.4111, 1.7957, -3.6409)
O (1.5655, -1.2192, 2.7419)
O (-0.0044, -3.0427, 0.8857)
O (-3.4317, 0.3521, -0.8975)
O (-0.6360, 0.0260, 1.9321)
O (2.7269, 0.6446, -3.0962)
O (-1.8221, -2.2850, 2.7629)
O (1.3064, 1.8436, 2.4103)
O (2.2138, -2.1278, -0.1951)
O (-2.4649, 1.8476, 1.1054)
O (-2.5847, -2.1237, -0.5462)
O (3.3085, -0.1623, -0.2496)
N (1.2044, 1.2516, -0.9512)
C (0.9409, -0.1026, -0.3869)
C (2.2351, -0.9366, -0.3157)
C (0.3904, 2.3444, -0.2735)
C (-0.0288, -0.7783, -1.3470)
H (-0.9818, -0.7711, 2.3711)
H (2.1519, 1.4335, 2.2389)
H (0.6492, 2.4911, 0.7705)
H (-1.4929, -3.1350, 2.3948)
H (0.4911, 3.2108, -0.9311)
H (4.2607, -0.3025, -0.1796)
H (-1.0568, 2.4869, -3.7904)
H (-0.0707, -0.4949, -2.3977)
H (1.4888, 2.3711, 3.1976)
H (-2.9682, 2.2930, 1.7979)
H (2.5214, 0.2958, -3.9644)
H (-3.1728, 1.0862, -0.3073)
H (-1.0123, -0.6834, -0.8966)
H (0.8298, -1.8186, 2.5565)
H (-1.8819, 1.1621, 1.5076)
H (0.1716, 0.4009, 2.3150)
H (3.6537, 0.4785, -2.9205)
H (-2.6912, -2.3981, 2.3768)
H (-2.8001, -1.3617, -1.1330)
H (0.8018, -2.9804, 0.3653)
H (-0.6988, -2.8119, 0.2371)
H (2.0746, -1.5233, 3.4788)
H (-0.0211, -1.8528, -1.2102)
H (-4.3731, 0.4986, -1.0539)
H (1.0790, 1.3498, -1.9648)
H (-3.3595, -2.0373, 0.0397)
H (-0.6812, 2.1674, -0.2291)
H (0.5775, -0.1469, 0.6527)
H (2.1315, 1.5699, -0.6843)
H (-0.1281, 1.6949, -4.5758)

Net charge   +1
E_HOMO   -13.385 eV
Frontier orbital gap   10.6974 eV

Density functional theory data (ωB97M-V/def2-TZVPD) for a single C4H8N4O molecule in a non-equilibrium geometry.

Geometry (Å):
O (-0.7089, -0.6291, -0.2634)
N (-0.1326, 0.5937, 0.0986)
N (-1.4057, 1.7819, 0.0556)
N (-1.0852, 2.8821, -0.0164)
N (-2.7044, -1.5521, 0.2818)
C (-2.4096, 0.8688, 0.2771)
C (-2.0038, -0.4430, 0.0950)
C (2.1223, 0.1654, 0.7134)
C (1.1969, 0.6898, -0.4101)
H (1.3311, 0.0138, -1.3914)
H (-3.4090, 1.2177, 0.2701)
H (3.1755, 0.2844, 0.3396)
H (1.8899, 0.6166, 1.6572)
H (1.3605, 1.7914, -0.5559)
H (-2.3947, -2.4519, 0.3850)
H (1.7638, -0.9472, 0.8839)
H (-3.7876, -1.6107, 0.2566)

E_HOMO (alpha / beta)   -4.624 / -8.207 eV
Frontier orbital gap (alpha / beta)   5.4680 / 7.2484 eV
2S+1   3

Density functional theory data (ωB97M-V/def2-TZVPD) for a molecular structure, C37H57F8O10Zn in a non-equilibrium geometry.

Geometry (Å):
Zn (0.4483, 0.3122, 0.0354)
F (0.9015, -1.6117, 4.7040)
F (2.2409, -0.1291, 5.3762)
F (-4.6997, 2.1392, 1.0919)
F (-3.7507, 2.9247, -0.6560)
F (-0.3740, -5.8258, 2.4805)
F (0.7703, 3.1840, -4.1249)
F (-2.8062, 3.0379, 1.2648)
F (0.1130, 0.2759, 5.0004)
O (2.6219, 0.1030, -0.2608)
O (-3.7474, -0.1061, -0.0620)
O (-1.5383, 0.7343, -0.3753)
O (2.4521, -0.9528, 2.4790)
O (0.3412, -1.6894, -0.1931)
O (1.0089, 2.4093, -0.1802)
O (0.7939, 0.3438, -2.1507)
O (0.6098, 0.2313, 2.0853)
O (-1.7292, 3.5674, 6.6752)
O (0.5338, -4.0444, -5.3554)
C (-2.7736, 3.6795, -3.5999)
C (1.9783, -3.4245, -0.4238)
C (-1.4863, 3.4559, 5.4993)
C (-0.4854, -3.8012, -1.0797)
C (3.5991, -1.2848, 3.2236)
C (-1.3118, -4.8457, 2.7979)
C (-0.8492, -3.5488, 2.9954)
C (0.3581, 3.7660, 1.5744)
C (4.6251, -0.1898, -1.6186)
C (-2.7642, 0.8788, 0.3619)
C (-1.4585, 3.3035, -3.3393)
C (0.4083, 0.1113, -3.3299)
C (1.2775, 0.3982, -4.5671)
C (-3.0741, -2.8136, 3.5701)
C (0.6576, 4.6873, -0.8552)
C (-3.5111, 2.2424, 0.4785)
C (4.4807, -2.0601, 2.2917)
C (-3.4566, -1.4888, 0.0537)
C (-2.6613, -5.1219, 3.0166)
C (-1.7578, -2.5383, 3.3457)
C (1.2096, -0.3442, 4.5473)
C (0.7538, 3.5814, 0.1387)
C (-2.2683, 2.4775, 4.7166)
C (-2.1881, 4.4473, -5.7881)
C (-3.1786, 4.2574, -4.8108)
C (0.5929, -2.8430, -0.5268)
C (-0.5021, 3.4545, -4.3770)
C (4.4385, 1.7361, 0.0569)
C (-4.7278, -2.2574, -0.3264)
C (-0.3167, 4.0834, 4.8135)
C (-0.8897, 4.0420, -5.5954)
C (1.5645, -4.3710, -4.5430)
C (2.2939, -3.1382, -3.9003)
C (-3.5617, -4.1049, 3.3291)
C (-0.9026, -0.6078, -3.6178)
C (1.6308, 0.0633, 3.0465)
C (3.7689, 0.5121, -0.5602)
H (5.6549, 0.1604, -1.5470)
H (1.0718, 4.3669, 2.1381)
H (-5.4857, -2.0916, 0.4393)
H (-4.2060, 4.5658, -4.9362)
H (0.3642, 3.3578, 4.3684)
H (-0.9987, -3.2548, -1.8709)
H (-0.3367, 5.1339, -0.8519)
H (-2.5854, 0.5569, 1.3878)
H (-3.5190, 3.5069, -2.8377)
H (-1.1700, -3.9480, -0.2443)
H (0.8912, 1.2673, -5.0994)
H (-0.1895, 4.2544, -6.3897)
H (2.3938, -4.9214, -4.9873)
H (-2.4409, 4.9508, -6.7095)
H (-2.0023, 1.4593, 5.0005)
H (1.4808, 5.3802, -0.6808)
H (-1.3543, -0.6837, -2.6287)
H (-3.2586, -1.7516, 1.0929)
H (1.2525, -5.0509, -3.7502)
H (1.0965, -0.4558, -5.2197)
H (4.8413, -1.3817, 1.5185)
H (-1.2583, 2.9097, -2.3538)
H (4.2036, -0.4701, 3.6224)
H (-3.7910, -2.0614, 3.8648)
H (2.1329, -4.0810, 0.4325)
H (-5.0208, -2.0310, -1.3516)
H (-1.4821, -0.0980, -4.3875)
H (-2.5797, -1.8394, -0.4905)
H (-0.6160, 4.2450, 1.4754)
H (2.1802, -4.0773, -1.2731)
H (-4.5883, -4.4022, 3.4841)
H (0.1867, -3.2856, 2.8407)
H (1.5975, -2.6416, -3.2246)
H (4.0518, 1.8086, 1.0735)
H (-4.4915, -3.3206, -0.3704)
H (5.3582, -2.5322, 2.7334)
H (0.2587, 2.8192, 2.1054)
H (-3.3260, 2.6611, 4.9055)
H (0.9096, 4.2040, -1.7991)
H (-0.7654, 4.7878, 4.1131)
H (4.5199, -1.2672, -1.4909)
H (2.2486, 0.9610, 3.0205)
H (5.5178, 1.8812, 0.0106)
H (-0.6841, -1.6291, -3.9296)
H (2.5848, -2.4647, -4.7064)
H (3.2052, -3.4171, -3.3714)
H (3.9165, -2.8143, 1.7431)
H (-1.4217, -1.5284, 3.5287)
H (2.7165, -2.6245, -0.3685)
H (3.9940, 2.5966, -0.4433)
H (4.3332, -0.0403, -2.6581)
H (2.3551, 0.5202, -4.4573)
H (-3.1088, -6.1041, 2.9802)
H (-1.9985, 2.6428, 3.6735)
H (-0.0997, -4.7210, -1.5194)
H (0.3460, 4.6294, 5.4849)
H (3.4132, -1.9336, 4.0795)

Net charge   -1
E_HOMO   -3.067 eV
Frontier orbital gap   4.7573 eV